[1]
The following is a DFT calculation (ωB97M-V with the def2-TZVPD basis set) of a single C3H4F3N3 molecule in a non-equilibrium geometry.

The geometry in XYZ format:
```
13
Properties=species:S:1:pos:R:3:forces:R:3:nbo_charge:R:1
C -1.41887 -0.17272 0.69502 0.75 3.45 2.81 -0.154
C 0.37732 0.26660 -0.83732 -0.80 1.91 -2.21 -0.165
C 1.58074 0.19271 -0.02496 1.65 0.76 -0.29 0.904
N -1.20300 -1.64391 0.39272 -0.43 -0.73 -0.79 -0.127
N -0.48989 -2.01279 -0.44680 0.30 1.05 0.40 0.004
N -0.81422 0.70552 -0.27866 -0.09 -1.09 -0.02 -0.553
F 2.18154 1.40280 0.25854 -0.59 0.13 -0.29 -0.350
F 1.46189 -0.38337 1.13430 -0.65 -1.01 1.86 -0.316
F 2.50946 -0.47456 -0.70507 0.61 -0.52 -0.60 -0.320
H -2.46559 0.20677 0.82674 0.67 -1.26 -0.18 0.230
H -0.90810 0.01488 1.77091 -1.04 -0.85 -2.54 0.231
H 0.66116 0.87664 -1.78985 -0.74 -1.57 1.45 0.220
H -1.47247 1.02143 -0.99557 0.36 -0.27 0.40 0.395
```
Positions in Å, forces in eV/Å.

Its multiplicity is 1. Its HOMO-LUMO gap (alpha / beta) is 8.53 / 8.51 eV. As for the relative energy (zero: lowest compared OMol25 entry of this formula, charge and spin): 201.1 kJ/mol.

---

[2]
The following is a DFT calculation (ωB97M-V with the def2-TZVPD basis set) of a single C14H19N molecule in a non-equilibrium geometry.

The geometry in XYZ format:
```
34
Properties=species:S:1:pos:R:3:forces:R:3:nbo_charge:R:1
C 0.96564 2.55914 -0.84976 -0.80 -3.03 1.97 -0.622
C 1.34840 1.30563 0.06822 -3.63 -1.74 -0.29 0.182
C 0.94387 1.76449 1.53345 -0.10 -0.64 -0.81 -0.641
C 2.61429 0.57566 -0.17285 0.96 1.06 -0.37 -0.253
C 2.55100 -0.73889 -0.26858 2.42 -0.94 0.11 -0.133
C 1.17662 -1.25420 -0.18397 -1.20 -0.41 -1.46 0.056
C 0.80988 -2.09871 -1.47181 1.49 -2.66 -0.85 -0.607
C 0.99467 -1.88440 1.17793 0.29 -0.89 0.18 -0.623
N 0.39984 -0.03729 -0.36915 0.03 3.01 1.02 -0.518
C -1.03534 -0.04517 -0.13452 1.85 -1.19 0.02 0.162
C -1.79667 0.23210 -1.27860 2.41 0.71 1.25 -0.232
C -3.10321 0.31896 -1.20295 -3.03 -0.60 3.55 -0.189
C -3.74594 0.02566 0.05623 -1.30 -0.01 -3.40 -0.206
C -3.04073 -0.48942 1.06681 -1.34 0.19 1.85 -0.220
C -1.67886 -0.49343 1.01957 1.18 0.30 0.10 -0.239
H 1.41484 2.42163 -1.81114 -0.38 0.17 -0.78 0.221
H 1.40408 3.34503 -0.30449 0.50 1.47 0.17 0.203
H -0.15865 2.61741 -0.72607 1.29 0.17 -0.88 0.227
H 1.41631 2.73517 1.70711 -0.25 -0.03 0.20 0.209
H 1.23389 1.09184 2.35893 0.01 0.09 -0.56 0.214
H -0.18063 1.84941 1.54600 1.16 0.15 0.03 0.225
H 3.49908 1.13539 -0.44255 0.36 0.06 0.58 0.215
H 3.48149 -1.43398 -0.30091 -1.84 1.31 -0.29 0.225
H -0.27131 -2.03548 -1.75387 0.95 0.05 0.45 0.227
H 1.07897 -3.28210 -1.41056 -0.66 2.64 0.25 0.196
H 1.45173 -1.77741 -2.38421 -1.18 -0.11 1.60 0.220
H 1.78930 -2.59606 1.41937 0.43 0.44 0.04 0.212
H 0.14258 -2.52682 1.26603 -0.99 0.00 -0.09 0.214
H 0.93538 -1.05880 1.88719 0.20 -0.39 0.23 0.213
H -1.28035 0.61613 -2.10526 0.79 -0.02 -1.29 0.222
H -3.67470 0.63470 -1.99222 -1.36 0.70 -1.88 0.204
H -4.83387 0.04137 0.11808 0.21 0.24 -0.07 0.207
H -3.61044 -0.73681 1.98039 0.68 -0.11 -0.41 0.211
H -1.24115 -0.78075 1.95816 0.86 -0.01 -0.18 0.221
```
Positions in Å, forces in eV/Å.

Its multiplicity is 1. Its structure (SMILES) is CC1(C)C=CC(C)(C)N1c1ccccc1. Its HOMO-LUMO gap is 8.88 eV. As for the relative energy (zero: lowest compared OMol25 entry of this formula, charge and spin): 188.9 kJ/mol.

---

[3]
The following is a DFT calculation (ωB97M-V with the def2-TZVPD basis set) of a 12-piece molecular cluster, C12H36N12O24 overall in a non-equilibrium geometry.

The geometry in XYZ format:
```
84
Properties=species:S:1:pos:R:3:forces:R:3:lowdin_charge:R:1
C 1.87474 -17.53453 11.70132 0.12 0.32 0.53 0.035
N 1.20987 -17.00871 10.48118 0.37 -0.65 -0.10 -0.441
O 1.42029 -15.85721 10.16599 -0.18 0.48 0.15 0.055
O 0.58364 -17.80686 9.82240 -0.32 0.03 -0.06 0.075
H 2.56876 -16.77541 12.04608 0.23 -0.19 -0.18 0.072
H 2.31738 -18.48620 11.43349 0.10 0.05 0.03 0.082
H 1.16167 -17.68527 12.50929 -0.36 -0.06 -0.37 0.073
C -2.24707 -16.46304 14.91030 -0.12 -0.48 -0.10 0.048
N -2.56159 -17.50117 13.89658 0.16 -0.70 -0.24 -0.447
O -3.58915 -18.12999 13.99928 -0.34 0.18 0.12 0.080
O -1.69968 -17.73757 13.07160 0.11 0.31 -0.09 0.050
H -1.42417 -16.93052 15.44829 0.05 0.37 0.09 0.066
H -3.11545 -16.34279 15.54625 0.00 0.13 -0.01 0.104
H -1.95006 -15.57125 14.37076 0.13 0.05 0.15 0.098
C 3.42151 -20.98466 19.50481 0.74 0.00 -0.88 0.045
N 3.61157 -22.35051 20.08000 -0.59 1.14 0.65 -0.444
O 4.74207 -22.66640 20.36400 0.40 -0.44 -0.13 0.071
O 2.60737 -22.96714 20.33877 -0.21 -0.50 -0.15 0.077
H 2.79961 -21.02839 18.61523 -0.19 -0.19 0.16 0.061
H 4.42202 -20.66897 19.22348 -0.07 0.26 0.09 0.095
H 2.98193 -20.31376 20.23350 -0.04 -0.27 0.25 0.086
C 0.13948 -15.21347 17.32124 0.91 -1.25 -0.34 0.036
N -0.15783 -15.19048 18.76963 -0.08 0.14 0.00 -0.434
O -1.01076 -15.95485 19.17155 -0.08 -0.02 0.03 0.071
O 0.51220 -14.46237 19.46693 -0.09 0.23 0.05 0.069
H -0.43465 -16.02569 16.88794 -0.36 0.52 -0.04 0.051
H 1.16719 -15.58596 17.25799 0.04 0.33 0.14 0.086
H 0.09061 -14.24672 16.83878 -0.35 0.15 0.26 0.096
C 1.98579 -17.52026 20.21318 -1.01 -0.46 0.91 0.047
N 2.73733 -16.24912 20.22607 0.54 -1.13 -0.50 -0.442
O 3.01308 -15.77791 19.14603 -0.06 0.58 -0.84 0.024
O 3.14891 -15.84385 21.27198 -0.01 0.56 0.97 0.105
H 0.91105 -17.32980 20.24555 0.09 0.35 -0.37 0.095
H 2.17207 -18.01197 21.16585 0.36 -0.08 -0.17 0.101
H 2.23552 -18.11461 19.34305 0.13 0.18 -0.09 0.068
C 4.56688 -16.29876 16.37724 0.11 1.12 0.20 0.053
N 3.60883 -17.39043 16.14275 0.65 -0.65 0.05 -0.408
O 3.42607 -18.16498 17.06038 -0.12 0.02 0.28 0.049
O 3.12614 -17.52461 15.04285 -0.25 0.18 -0.33 0.064
H 4.09706 -15.56521 17.03282 -0.12 -0.24 0.14 0.086
H 4.81506 -15.78889 15.45245 -0.04 -0.37 -0.19 0.094
H 5.43390 -16.69389 16.89465 -0.03 -0.17 -0.06 0.108
C 2.74485 -22.42326 11.21978 0.54 0.10 -0.10 0.046
N 1.44373 -21.83815 11.62601 0.48 0.08 -0.15 -0.448
O 1.47254 -20.68287 11.99898 -0.13 0.19 0.28 0.034
O 0.45924 -22.50566 11.45953 -0.40 -0.21 0.15 0.096
H 2.75896 -23.49819 11.35342 -0.33 -0.02 -0.16 0.100
H 3.55777 -21.97144 11.78043 -0.22 0.16 0.15 0.086
H 2.85350 -22.11730 10.18051 0.04 -0.30 -0.07 0.107
C 3.71118 -21.36024 15.02081 0.72 0.14 0.01 0.039
N 2.66199 -22.35729 15.29372 -0.53 0.11 1.06 -0.448
O 2.89332 -23.10260 16.21789 0.41 -0.37 0.29 0.070
O 1.62021 -22.35949 14.68839 -0.21 0.23 -0.98 0.066
H 3.43217 -20.63034 14.26934 -0.17 -0.29 -0.23 0.081
H 4.58540 -21.95818 14.76714 0.05 0.23 -0.24 0.108
H 3.93503 -20.84515 15.95188 -0.21 -0.09 0.09 0.089
C 0.62480 -19.25109 15.00182 0.33 -0.23 0.39 0.052
N 0.79793 -19.34638 16.48562 0.04 -0.06 -0.83 -0.406
O 1.36824 -20.32001 16.91186 0.18 -0.38 0.38 0.046
O 0.35182 -18.45275 17.16591 -0.23 0.42 0.34 0.064
H -0.28665 -19.79869 14.77285 -0.15 0.26 -0.13 0.107
H 1.46226 -19.77484 14.56078 -0.07 -0.01 -0.09 0.055
H 0.65893 -18.19684 14.75706 -0.38 -0.01 -0.16 0.063
C 1.28713 -13.32066 13.70022 0.71 0.38 0.09 0.063
N 1.74060 -14.72682 13.80082 0.35 -0.01 -0.60 -0.423
O 0.92432 -15.57483 14.08617 -0.41 -0.10 0.32 0.045
O 2.89892 -14.95150 13.52378 0.13 0.08 0.10 0.061
H 2.16722 -12.69955 13.85146 -0.07 -0.05 0.29 0.102
H 0.53215 -13.17022 14.46077 -0.25 0.16 -0.27 0.090
H 0.99495 -13.13315 12.66952 -0.50 -0.27 0.09 0.112
C -0.15149 -23.05697 18.04637 -0.16 -0.15 -0.27 0.021
N -0.55652 -23.84397 19.24053 0.06 0.17 -0.03 -0.445
O -1.57987 -23.50912 19.79836 -0.20 0.09 0.17 0.058
O 0.13770 -24.77587 19.57088 0.21 -0.26 -0.04 0.063
H 0.90277 -22.80938 18.09610 -0.01 -0.01 0.24 0.065
H -0.82163 -22.21124 17.98700 0.15 0.14 0.00 0.080
H -0.31681 -23.70162 17.18710 0.05 -0.03 0.01 0.092
C -3.49096 -23.19782 14.37598 0.20 0.60 0.31 0.064
N -2.63645 -22.87742 15.56441 -0.27 -0.32 -0.07 -0.438
O -1.79540 -22.01505 15.43466 0.20 0.20 -0.10 0.050
O -2.88690 -23.45855 16.59783 0.05 -0.04 -0.02 0.076
H -4.16640 -22.34300 14.35466 -0.22 -0.22 -0.22 0.105
H -3.99415 -24.13448 14.56863 -0.06 -0.02 -0.05 0.095
H -2.87333 -23.18568 13.48499 0.08 -0.08 0.04 0.097
```
Positions in Å, forces in eV/Å.

Its multiplicity is 1. Its structure (SMILES) is C[N+](=O)[O-].C[N+](=O)[O-].C[N+](=O)[O-].C[N+](=O)[O-].C[N+](=O)[O-].C[N+](=O)[O-].C[N+](=O)[O-].C[N+](=O)[O-].C[N+](=O)[O-].C[N+](=O)[O-].C[N+](=O)[O-].C[N+](=O)[O-]. Its HOMO-LUMO gap is 9.40 eV. As for the relative energy (zero: lowest compared OMol25 entry of this formula, charge and spin): 70.4 kJ/mol.